Model one:
ORCA calculation (ωB97M-V/def2-TZVPD) on the molecule C4H5F2NS.

Results
Orbital gap   9.13 eV
E_LUMO   -0.005 Ha
SMILES   C=C(F)/C(CF)=N\S
E_HOMO   -9.26 eV

ORCA input file:
```
! wB97M-V def2-TZVPD RIJCOSX def2/J DEFGRID3
* xyz 0 1
S -2.372 -0.363 -0.013
F 1.408 1.615 -0.603
F 2.429 -1.024 0.754
N -0.825 -1.058 -0.028
C 1.549 -1.152 -0.389
C -0.509 1.842 0.536
C 0.379 1.043 -0.045
C 0.328 -0.415 -0.150
H -0.244 2.869 0.686
H 1.390 -2.286 -0.631
H 1.977 -0.687 -1.337
H -1.450 1.548 1.091
H -2.966 -1.453 -0.485
*
```

---

Model two:
ORCA calculation (ωB97M-V/def2-TZVPD) on the molecule C4H5F2NS.

Results
Orbital gap   8.51 eV
E_LUMO   -0.023 Ha
SMILES   FC(F)[C@@H]1NCC1=S
E_HOMO   -9.14 eV

ORCA input file:
```
! wB97M-V def2-TZVPD RIJCOSX def2/J DEFGRID3
* xyz 0 1
S -2.226 -1.582 0.031
F 1.463 -2.202 -0.143
F 2.621 -0.348 0.146
N 0.205 1.176 -0.132
C -1.218 1.079 0.272
C 1.366 -0.954 0.342
C 0.306 -0.226 -0.444
C -1.159 -0.369 -0.048
H -1.962 1.683 -0.338
H 1.136 -0.941 1.435
H 0.428 -0.441 -1.526
H -1.380 1.308 1.335
H 0.422 1.817 -0.930
*
```

---

The structure with the most favorable energy is model two; the runner-up is 0.733 eV above it.